# C31H56IN3O12PS3

4 unconnected molecules or ions with the total composition C31H56IN3O12PS3 in a non-equilibrium geometry (ωB97M-V with the def2-TZVPD basis set, the Open Molecules 2025 dataset).

Orbital gap (eV): 6.88
Net charge: +1
Total energy (eV): -111970.3076
LUMO level (eV): -4.35

Structure (XYZ):
```
107
Properties=species:S:1:pos:R:3:lowdin_charge:R:1
H 1.92067 -1.33167 3.24324 0.068
H -4.76927 -6.59829 3.02629 0.122
H 2.58442 -4.49450 -7.83244 0.119
H -1.04184 -1.56234 5.75616 0.101
H 0.82711 1.67229 -2.57146 0.105
O 0.97168 2.24515 -7.13459 -0.047
I -6.26405 1.43189 -0.94255 0.871
H -0.39564 -1.58110 3.96599 0.077
H -0.63982 2.53720 -0.65582 0.114
H 2.34510 1.42904 1.98003 0.099
C -4.05326 3.55563 0.30926 -0.117
H -3.46965 3.59645 -0.73142 0.126
C 2.03759 0.34435 1.59006 -0.228
O 2.51415 -1.49681 -4.39287 -0.347
H 3.25768 2.20169 -5.69840 0.106
N -3.62079 1.05709 3.68554 0.152
S 2.71069 -1.51704 -5.82863 0.662
H 1.57439 -4.38162 -6.38762 0.119
H -0.59536 3.08043 -4.35736 0.136
H 2.36226 0.17318 0.47894 0.115
O 4.28144 2.19161 2.75124 -0.330
H 3.34335 -1.50027 1.89918 0.098
H 6.37102 1.96087 5.39067 0.109
C 2.19331 -3.80045 -7.08196 -0.219
P -3.44730 4.82576 3.91373 0.738
N -0.25272 1.07807 -5.32413 -0.023
C 1.12258 -1.66675 -6.62307 -0.240
O 5.23415 0.11409 3.85512 -0.344
C 2.38548 1.87632 -4.98106 -0.034
C 6.29421 2.46913 4.42616 -0.220
C 2.71209 -0.76268 2.59410 -0.122
H -2.74707 -6.06131 -0.35758 0.111
C -1.13097 -1.01526 4.71352 -0.090
H -1.93666 -0.21439 -1.30388 0.129
S -3.48669 -4.10980 0.75726 0.707
H 8.47464 2.55537 1.77805 0.122
O -4.34922 -4.00159 -0.40053 -0.310
S 5.39653 1.43422 3.27951 0.686
H 2.66558 0.81093 -4.53946 0.065
H -1.46867 -5.37765 0.69267 0.107
H 4.20454 -2.96976 -6.94948 0.111
H 6.22300 1.34151 1.04187 0.113
H 7.25711 0.45706 2.20779 0.115
C -0.31164 1.42281 -2.73464 -0.170
C -4.69389 3.42597 3.38416 -0.148
H -3.98666 -4.26237 3.05768 0.097
C -2.99092 -6.51835 1.76004 -0.215
C 7.50783 2.61136 2.28674 -0.222
C 0.38066 0.32062 1.65054 -0.182
O -6.51395 4.35185 0.21539 -0.098
H -5.50712 3.87023 2.66978 0.101
H 5.74172 3.40568 4.54144 0.109
H -5.47935 -4.21894 2.06723 0.113
H 3.51094 -0.17011 3.25438 0.035
H 1.89375 -2.24784 -8.55385 0.126
H -5.23940 3.12330 4.39089 0.124
H 0.80356 -0.69612 -7.00659 0.086
H -2.89330 -7.57476 1.49102 0.122
H -0.18490 -0.94191 -0.22230 0.138
C 1.00324 1.76607 -5.88445 -0.318
H 0.05552 0.55653 2.74785 0.099
H 0.35775 -1.92941 1.28831 0.153
H -2.82354 -2.15633 3.52957 0.126
H -2.01445 1.77202 -4.22945 0.132
H 8.08069 3.67147 4.10805 0.121
H 0.40881 -2.03095 -5.87813 0.111
H -3.39166 -1.07948 4.96304 0.145
C -2.45829 -0.08575 1.71271 -0.007
H 0.39905 -3.08728 -8.10389 0.120
C -1.27448 2.06670 -1.53324 -0.184
C 1.34620 -2.69927 -7.71789 -0.218
C -2.53307 -5.61399 0.61699 -0.219
O 3.47557 -0.50083 -6.52031 -0.314
C 6.67156 1.36526 2.03646 -0.226
C -3.89280 2.11276 2.71871 -0.112
C -4.43755 -6.14957 2.08542 -0.219
C -2.62496 -1.09889 4.04732 -0.139
O -1.67909 -1.29504 1.35453 -0.207
C -2.30358 0.88835 -1.03004 -0.150
H 2.19513 2.68110 -4.15043 0.084
N -2.93602 0.07015 3.08240 -0.079
C 7.66931 2.70411 3.80329 -0.216
H 6.98039 3.49844 1.91617 0.123
H -5.09879 -6.50741 1.28721 0.126
H 0.03655 1.26191 1.00140 0.098
C -2.74299 0.98457 0.54296 0.036
H -0.89661 1.00189 -6.15716 0.124
O -2.00416 4.71372 2.90852 -0.234
H 8.36601 1.92856 4.14398 0.122
H -0.74489 0.10507 4.77691 0.092
C -0.30485 -0.99049 0.96449 -0.157
C -4.47159 -4.62982 2.14836 -0.234
H -0.38362 0.24212 -2.77619 0.114
C -0.84769 1.93946 -4.22716 -0.212
H -1.26483 5.02220 3.53355 0.091
C 3.32702 -3.12179 -6.31503 -0.223
O -4.10340 6.27614 3.72723 -0.375
H -3.30293 1.03387 -1.66638 0.082
H -3.90827 4.57339 0.91010 0.141
O -2.61603 -3.03079 1.17930 -0.337
H 3.60577 -3.68931 -5.42355 0.106
H -2.04596 4.71702 5.66879 0.085
C -5.65211 3.34074 -0.06504 -0.665
H -1.85776 2.96131 -2.06663 0.109
C -3.56986 2.23896 1.16576 -0.045
H -2.36295 -6.34439 2.64226 0.120
O -3.06288 4.64943 5.63934 -0.221
```

=====

# C31H56N3O2P2W

A molecular structure, C31H56N3O2P2W in a non-equilibrium geometry (ωB97M-V with the def2-TZVPD basis set, the Open Molecules 2025 dataset).

Energy relative to the best compared isomer or geometry (same formula, charge and spin) (kJ/mol): 39.7
Expectation value of S²: 2.044
Orbital gap (spin up / spin down) (eV): 5.43 / 6.52
Net charge: +3
Multiplicity: 3
Total energy (eV): -61999.0475
LUMO level (spin up / spin down) (eV): -11.12 / -10.77

Structure (XYZ):
```
95
Properties=species:S:1:pos:R:3:lowdin_charge:R:1
H -2.53257 2.32628 -2.45745 0.083
H -2.58886 -1.43042 3.99291 0.116
H 3.79310 -0.85130 -4.17922 0.103
C 2.18228 2.72569 -1.55891 -0.640
H 5.36755 -1.63920 -3.97683 0.119
C 4.54950 -1.14790 -3.43519 -0.021
H 2.46532 2.20103 -3.67493 0.101
H -0.13319 2.69907 2.41159 0.075
N -3.32578 2.46560 2.63167 0.221
H 0.69566 -4.68638 -1.73063 0.105
H 0.54400 -2.93286 -1.83452 0.036
H -3.57955 -3.11830 1.85759 0.080
H -0.08132 -3.98742 3.20612 0.075
H 3.03554 -4.06489 -2.20271 0.086
H 1.96413 -2.79327 0.42922 0.043
C -2.35242 -1.34452 -1.53607 -0.292
H -3.42523 3.01884 3.47645 0.136
P 0.39813 2.01418 -1.40296 1.092
H -1.34434 -0.46651 3.18342 0.056
H -3.92574 -0.96244 -4.55519 0.145
H -0.81469 -2.95328 4.42967 0.114
H 4.96185 -0.23517 -2.97795 0.095
H 1.76574 4.84985 -1.08946 0.076
C -0.68800 -5.06861 0.57212 -0.064
H 3.91109 2.90527 -0.27781 0.110
H 3.04248 1.37668 -0.05408 0.054
C 2.25590 4.23297 -1.85089 -0.069
C 0.03913 -3.79500 0.11456 -0.630
H -0.92599 3.60130 0.71699 0.046
H 0.23906 4.68532 -0.06035 0.074
C 3.42867 -3.38326 -2.97848 -0.008
C -2.30424 2.78942 -1.49149 -0.079
C -2.34042 -2.08623 -0.33859 -0.136
H -1.17655 3.16420 3.79155 0.109
C -0.94897 2.37640 3.06117 0.010
H -0.63326 3.83068 -3.61958 0.081
C -2.75191 -3.49903 2.46048 -0.065
N 1.73154 -1.00442 -1.32239 0.043
H -3.22698 -2.67676 -0.09770 0.100
H -1.50300 5.02315 -0.16465 0.118
C -3.18222 -0.83544 -3.76380 0.016
C 0.97130 0.01736 1.46008 -0.336
C 2.75494 -1.36098 -1.79313 0.032
H 3.31530 4.53988 -1.85965 0.115
H -0.18061 1.96155 -3.76440 0.093
H -3.03659 3.59100 -1.31913 0.114
C -2.07995 0.00372 -3.97446 0.032
C -1.18986 0.22245 -2.92437 -0.303
C -2.12711 -1.21117 3.01773 -0.095
H -2.88708 -0.76973 2.36827 0.080
H 2.90384 0.90912 -2.53451 0.024
H -4.17791 -2.11792 -2.34430 0.141
H -2.45462 2.04896 -0.69970 0.047
C 2.90892 2.45072 -0.23539 -0.094
H -1.72424 -5.08440 0.20643 0.096
H 2.38648 2.87773 0.63148 0.090
H 2.06299 -4.56137 0.30131 0.107
H -0.59623 1.48867 3.58941 0.081
C 0.08724 -3.82816 -1.41062 -0.092
H 0.02973 5.08069 -2.55030 0.072
H -3.12523 -3.60178 3.48928 0.117
H 1.85721 4.48977 -2.83882 0.086
H -1.70553 4.92878 -2.74608 0.114
P -0.90134 -2.21211 0.69204 1.053
C -0.00278 1.17163 -3.02100 -0.259
H -0.68217 -5.21026 1.66112 0.078
H 5.22743 -1.37239 -0.72840 0.104
C -1.57417 -2.51630 2.45418 -0.639
H 1.47187 -3.80785 1.79900 0.080
O 1.56902 0.06617 2.48619 0.101
C -3.33065 -1.46987 -2.55755 0.037
H -4.14821 2.19924 2.09953 0.138
H -0.18700 -5.95026 0.13651 0.118
C 1.45841 -3.73064 0.70209 -0.078
H 5.86340 -2.79441 -1.57325 0.122
C -0.74858 4.22155 -0.16510 -0.064
H 3.95709 2.30688 -2.72501 0.116
C -0.90034 3.40171 -1.44950 -0.642
H -2.51667 -4.50301 2.10890 0.066
C -2.13048 2.00663 2.22212 -0.563
O -2.05155 1.28536 1.19041 -0.093
C 2.90356 1.99349 -2.69116 -0.097
H -1.89329 0.52537 -4.91409 0.144
H 4.51064 -2.98327 -0.44299 0.094
C -0.44242 -2.97004 3.39283 -0.066
N -1.29001 -0.46422 -1.75691 -0.072
H 0.41100 -2.27910 3.35215 0.078
H 2.63164 -3.18983 -3.71740 0.108
H -0.91265 -3.93695 -1.84076 0.094
W 0.24936 -0.24878 -0.31351 1.213
C -0.77385 4.34701 -2.66342 -0.058
H 4.23001 -3.92394 -3.50458 0.123
C 3.94217 -2.07031 -2.36300 -0.544
C 4.93771 -2.31916 -1.21254 -0.005
H 0.88970 0.62744 -3.36833 0.078
```

=====

# C31H56N3O3P2Zn

A molecular structure, C31H56N3O3P2Zn in a non-equilibrium geometry (ωB97M-V with the def2-TZVPD basis set, the Open Molecules 2025 dataset).

Orbital gap (eV): 4.62
Net charge: +1
Total energy (eV): -110656.0314
LUMO level (eV): -3.25

Structure (XYZ):
```
96
Properties=species:S:1:pos:R:3:lowdin_charge:R:1
H 2.89840 0.70696 -1.27487 0.039
H 1.07361 -2.37849 2.48492 0.054
C -0.85060 3.11698 -0.94830 -0.252
H 0.68593 1.00481 -2.64929 0.046
C -0.68984 -4.25005 0.19660 -0.107
H -3.51166 -1.08786 -3.03189 0.115
C -3.33058 -1.58335 3.21945 -0.107
O -1.73539 1.28252 2.92771 0.075
C 1.92475 2.61123 -1.83923 -0.665
H -3.97093 -3.83632 1.85380 0.069
H 1.20261 6.18453 1.09123 0.096
C 3.16032 1.74725 -1.51668 -0.101
C -4.21024 -0.40927 1.17921 -0.089
H 1.42385 -3.96640 1.81105 0.093
C -4.09613 -2.97055 1.18268 -0.088
H -2.48912 -0.94578 3.52995 0.052
H 3.15837 -3.32911 -3.29163 0.090
H -2.76265 -2.34858 -1.20069 0.047
H -0.60967 -3.87189 -2.34505 0.060
H 0.36232 2.60986 -3.39125 0.093
H -0.52689 -4.81287 2.93190 0.090
N 3.97469 -0.11856 3.63316 0.182
C -3.43916 -1.66297 1.69229 -0.643
H 1.89567 -4.57404 -3.42122 0.093
H -3.70967 -3.26599 0.19754 0.045
C -1.70315 1.96551 -1.45243 -0.378
O 2.02316 0.24979 1.97683 -0.086
H 0.09148 5.58663 -0.15918 0.084
H 4.13491 0.78905 3.17854 0.168
C -1.12586 -3.91734 2.67987 -0.099
P 0.80569 2.63133 -0.28990 1.122
H -5.17085 -2.78604 1.02369 0.089
C -3.30794 1.12927 -3.07189 -0.068
H 2.94858 3.86522 -3.23735 0.095
C -2.48423 -1.45489 -0.65846 -0.320
H -0.13238 -3.84184 -0.64631 0.033
H 2.54915 0.65734 4.96694 0.146
C -0.99330 0.78382 2.18012 -0.175
H -1.12024 -2.40086 -3.18688 0.075
H 1.56477 4.67858 -2.49237 0.085
C 0.26233 3.95233 2.12333 -0.088
P -1.64905 -1.60300 0.94719 1.119
H 2.38737 -3.94008 -1.84502 0.089
H 2.50664 -1.11281 4.77758 0.148
C 1.57445 0.02074 3.14418 -0.615
H -4.02779 1.33100 -3.84953 0.106
H -2.17147 -4.24368 2.60967 0.059
C 1.14343 1.94508 -2.98819 -0.090
C -0.59444 -3.30091 1.37729 -0.618
H 4.72952 -0.25351 4.31747 0.179
H 2.79003 2.78554 1.79766 0.055
C -3.03498 -0.16588 -2.66988 -0.052
N 1.10699 -0.91175 -0.92530 0.171
H -5.17067 -0.28349 1.71522 0.092
H -1.41219 3.64073 -0.16088 0.095
H 2.87193 4.50993 2.23478 0.093
H -4.25728 -1.12003 3.58711 0.082
H -1.71952 -4.44592 -0.11200 0.080
H -2.80438 3.19736 -2.67701 0.095
C 1.22095 4.03767 0.92084 -0.671
H -0.77279 4.19226 1.84558 0.086
H 0.58443 4.69267 2.87281 0.097
H 3.40763 3.98026 0.62052 0.070
H -0.20390 -5.21048 0.42573 0.094
C 1.08211 5.43517 0.29193 -0.080
H 0.18036 -0.95848 -4.09969 0.089
H -0.37348 -3.69934 -4.02202 0.104
C 2.66149 3.80802 1.41139 -0.098
N -1.51075 0.74532 -0.97162 0.038
H 1.84000 1.69205 -3.80778 0.094
H 3.09718 4.44738 -1.58159 0.069
H 1.09380 -1.99222 -5.17426 0.101
C -2.28832 -0.28357 -1.45855 -0.386
H 1.92741 -0.75450 -4.14857 0.084
C -0.30419 -3.13341 -3.08745 -0.043
H -4.46719 -0.49765 0.11407 0.074
H -1.02150 -3.22258 3.52996 0.082
H 3.72314 2.17148 -0.67581 0.065
C -2.67585 2.17455 -2.40990 -0.080
H -3.58615 0.48448 1.32765 0.065
H -3.24558 -2.57162 3.69047 0.065
C 2.62159 -0.16088 4.24839 -0.041
C 0.89501 -3.01636 1.61383 -0.118
O 0.34805 -0.08391 3.47179 -0.050
H 1.85350 5.64150 -0.45913 0.060
C 1.12538 -2.53716 -2.99820 -0.475
C 1.13015 -1.53205 -4.17577 -0.066
C 2.18339 -3.65117 -2.89990 -0.050
H 0.28046 2.96570 2.60282 0.056
H 1.34521 -2.54817 0.73571 0.034
C 2.39783 3.99531 -2.29348 -0.091
H 3.82260 1.76132 -2.39972 0.095
H 4.07169 -0.85077 2.92224 0.174
Zn 0.29239 0.36105 0.38828 0.396
H -0.75833 3.83954 -1.76839 0.090
C 1.58357 -1.51066 -1.83849 0.006
```